Entry from OMol25: C17H28ClN6O6PRb as an isolated structure (wB97M-V/def2-TZVPD).

```
60
Properties=species:S:1:pos:R:3:forces:R:3
Rb 0.4660 1.2801 -0.7365 0.46 -0.33 -0.79
O 4.3216 4.3906 -2.0718 0.04 -0.02 -0.09
C 3.3032 3.6851 -1.5753 -0.06 0.02 -0.09
O 2.7275 2.8202 -2.1819 0.00 -0.02 0.09
C 2.9378 4.1156 -0.1808 0.00 -0.01 -0.01
C 3.4440 5.2718 0.3978 0.02 0.02 0.02
C 3.0132 5.6043 1.6716 0.02 0.00 0.00
C 2.0972 4.7820 2.3088 0.00 -0.01 -0.01
C 1.6561 3.6454 1.6419 -0.02 0.04 0.01
N 2.0747 3.3150 0.4276 0.04 0.13 0.17
C 0.6742 2.6724 2.2553 0.02 0.16 0.03
O -0.2066 3.1828 3.1235 -0.04 -0.04 -0.04
O 0.6842 1.4999 1.9989 0.00 0.01 0.23
H 4.4890 4.0801 -2.9775 -0.02 0.03 0.10
H 4.1515 5.8860 -0.1390 0.00 0.00 0.01
H 3.3880 6.4920 2.1627 0.00 -0.01 0.00
H 1.7606 5.0072 3.3126 0.01 0.01 0.00
H -0.2404 4.1466 3.0577 0.03 -0.04 0.03
Cl -4.9704 1.5973 1.0252 0.05 -0.05 -0.03
C -3.5564 2.6889 0.9089 -0.09 -0.09 -0.01
C -2.3505 2.1642 0.1321 -0.05 -0.10 0.12
O -1.4231 2.9741 0.0380 -0.32 0.25 0.12
O -2.3301 0.9761 -0.3346 -0.08 0.15 0.03
H -3.2429 2.9040 1.9264 0.04 0.01 0.01
H -3.9053 3.6058 0.4454 0.04 0.03 -0.02
C 0.3099 -4.5277 -0.4292 0.05 0.06 0.02
N -0.3634 -3.3080 0.0425 0.04 -0.10 -0.01
C 0.0173 -3.0919 1.4433 0.04 -0.02 0.00
N 1.4556 -3.0263 1.6647 -0.02 0.00 0.01
C 2.0675 -4.2465 1.1404 -0.02 0.03 -0.02
N 1.7590 -4.4996 -0.2658 -0.05 0.00 -0.01
C 2.3902 -3.5080 -1.1370 0.01 -0.07 0.03
P 1.8437 -1.7621 -0.7969 0.01 -0.15 -0.01
C 0.0199 -2.1651 -0.7873 0.00 0.14 0.02
C 2.0324 -1.8274 1.0549 -0.01 -0.03 0.08
H 0.0686 -4.6827 -1.4825 0.01 0.02 -0.01
H -0.0823 -5.3712 0.1416 0.01 0.00 0.02
H -0.3801 -3.9233 2.0290 0.00 -0.01 0.01
H -0.4398 -2.1657 1.8005 0.00 0.02 -0.01
H 1.6990 -5.0898 1.7270 -0.01 -0.01 0.01
H 3.1496 -4.1865 1.2634 0.01 0.00 0.01
H 2.1634 -3.7449 -2.1790 -0.02 -0.01 -0.01
H 3.4750 -3.5808 -1.0308 -0.01 0.04 0.02
H -0.3142 -2.3306 -1.8132 0.04 -0.02 -0.03
H -0.5381 -1.2864 -0.4430 -0.03 -0.07 0.03
H 1.5553 -0.9475 1.4967 0.00 0.02 -0.01
H 3.0908 -1.7615 1.3166 0.03 -0.05 -0.03
N -3.8288 -1.1492 -0.2286 0.03 0.18 -0.02
C -3.4907 -2.1874 -1.2484 0.03 0.01 -0.04
C -3.4593 -1.5898 -2.6422 0.01 -0.01 -0.02
N -2.2921 -0.7383 -2.8436 -0.03 0.04 0.05
H -4.7792 -0.7972 -0.3595 0.11 -0.01 0.02
H -3.1860 -0.2597 -0.2559 -0.23 -0.11 0.12
H -3.7848 -1.5347 0.7132 0.02 0.04 0.00
H -4.2442 -2.9718 -1.1856 0.00 0.01 0.00
H -2.5225 -2.6043 -0.9766 0.00 -0.03 0.03
H -4.4194 -1.0919 -2.8422 0.00 0.01 -0.01
H -3.3996 -2.4293 -3.3360 0.02 0.02 -0.02
H -2.3799 0.1517 -2.3590 -0.04 -0.10 -0.08
H -2.1561 -0.5519 -3.8283 -0.04 0.04 0.01
```
Positions in Å, forces in eV/Å.

The LUMO energy comes out at -2.77 eV. The value obtained for the orbital gap is 7.6717 eV. The spin multiplicity is 1. As for the charge: +1.